Record 1
{"formula": "C21H66N6O8", "method": "ωB97M-V/def2-TZVPD", "homo_energy_ev": -4.93, "fmax_ev_per_a": 3.05, "lumo_energy_ev": -1.8, "de_lowest_kcal_mol": 126.0, "energy_ha": -1769.7762, "symbols": ["N", "H", "H", "H", "H", "C", "O", "H", "H", "H", "O", "H", "H", "O", "H", "H", "C", "C", "C", "O", "C", "N", "H", "H", "H", "H", "H", "H", "H", "H", "H", "H", "H", "C", "C", "C", "O", "C", "N", "H", "H", "H", "H", "H", "H", "H", "H", "H", "H", "H", "C", "C", "C", "O", "C", "N", "H", "H", "H", "H", "H", "H", "H", "H", "H", "H", "H", "C", "C", "C", "O", "C", "N", "H", "H", "H", "H", "H", "H", "H", "H", "H", "H", "H", "C", "C", "C", "O", "C", "N", "H", "H", "H", "H", "H", "H", "H", "H", "H", "H", "H"], "coordinates": [[-4.779, 4.039, -1.755], [-4.258, 3.186, -1.604], [-5.682, 3.982, -1.307], [-4.833, 4.122, -2.760], [-4.348, 4.922, -1.522], [-1.465, -0.583, -0.215], [-2.359, -0.558, -1.309], [-0.564, -1.191, -0.290], [-1.029, 0.379, 0.055], [-2.057, -0.993, 0.602], [-6.056, -3.432, -4.849], [-6.661, -4.139, -4.623], [-5.535, -3.299, -4.057], [-3.205, 0.007, -6.712], [-3.141, 0.921, -6.989], [-3.071, 0.033, -5.765], [10.079, 5.496, -0.616], [9.929, 4.024, -0.253], [8.468, 3.499, -0.349], [8.300, 2.095, -0.297], [7.021, 1.517, -0.564], [10.690, 3.299, -1.167], [9.398, 6.013, 0.061], [9.863, 5.786, -1.644], [11.065, 5.825, -0.287], [10.253, 3.773, 0.757], [8.056, 3.807, -1.309], [7.911, 4.027, 0.425], [6.546, 1.923, -1.456], [6.294, 1.852, 0.176], [7.074, 0.437, -0.699], [10.478, 2.312, -1.121], [10.540, 3.586, -2.124], [1.872, -6.795, -2.549], [0.769, -6.687, -3.546], [-0.575, -7.239, -3.111], [-0.469, -8.437, -2.351], [-1.766, -8.803, -1.866], [0.652, -5.349, -4.094], [1.541, -6.407, -1.586], [2.792, -6.339, -2.916], [2.107, -7.847, -2.388], [1.063, -7.382, -4.333], [-1.294, -7.283, -3.929], [-1.014, -6.502, -2.439], [-1.969, -8.296, -0.922], [-1.798, -9.887, -1.754], [-2.589, -8.580, -2.545], [0.372, -4.738, -3.340], [-0.089, -5.378, -4.781], [0.402, 9.142, -1.853], [-0.198, 7.695, -1.794], [0.805, 6.687, -1.273], [1.845, 6.467, -2.167], [1.537, 5.609, -3.208], [-1.375, 7.608, -0.966], [0.654, 9.508, -0.858], [-0.322, 9.839, -2.276], [1.330, 9.180, -2.424], [-0.410, 7.427, -2.829], [0.346, 5.715, -1.093], [1.247, 7.080, -0.357], [2.384, 5.481, -3.881], [0.766, 5.989, -3.879], [1.178, 4.645, -2.847], [-1.856, 8.490, -1.069], [-1.251, 7.628, 0.036], [1.412, -9.053, 5.720], [0.878, -8.391, 4.430], [1.056, -6.885, 4.300], [2.506, -6.716, 4.191], [2.815, -5.327, 4.311], [1.437, -9.080, 3.287], [2.500, -9.017, 5.673], [1.012, -10.066, 5.750], [1.073, -8.396, 6.522], [-0.188, -8.577, 4.295], [0.672, -6.443, 5.219], [0.525, -6.562, 3.405], [3.901, -5.362, 4.230], [2.606, -4.933, 5.305], [2.463, -4.665, 3.520], [0.935, -8.923, 2.425], [2.358, -8.669, 3.223], [-8.903, 4.132, 4.007], [-7.817, 3.879, 2.946], [-7.320, 2.414, 3.002], [-6.792, 2.145, 4.266], [-5.506, 2.711, 4.584], [-8.362, 4.152, 1.609], [-9.837, 3.576, 3.925], [-9.245, 5.167, 4.017], [-8.623, 4.034, 5.056], [-7.013, 4.579, 3.173], [-6.581, 2.240, 2.220], [-8.166, 1.748, 2.835], [-5.148, 3.320, 3.754], [-4.806, 1.931, 4.885], [-5.619, 3.329, 5.474], [-8.591, 5.134, 1.668], [-9.241, 3.662, 1.527]]}

=====

Record 2
{"formula": "C6H8FIO2", "method": "ωB97M-V/def2-TZVPD", "homo_energy_ev": [-7.48, -7.48], "fmax_ev_per_a": 4.55, "lumo_energy_ev": [-0.5, -0.5], "de_lowest_kcal_mol": 18.1, "energy_ha": -781.2101, "symbols": ["C", "C", "C", "C", "C", "C", "O", "O", "F", "I", "H", "H", "H", "H", "H", "H", "H", "H"], "coordinates": [[-0.059, -2.467, 0.355], [-0.079, -1.070, 0.660], [-0.351, 1.360, 0.299], [-1.468, 2.321, 0.233], [-0.487, -0.015, -0.089], [1.987, -0.981, -1.483], [-0.513, 2.294, -0.753], [-1.460, 3.454, 1.096], [3.020, -0.320, -0.948], [1.894, -2.961, -0.945], [-0.037, -3.300, 1.061], [-0.996, -2.775, -0.301], [0.271, -1.048, 1.718], [0.458, 1.381, 1.084], [-2.477, 1.820, -0.072], [-0.919, -0.183, -1.019], [2.023, -0.903, -2.682], [-0.807, 3.392, 1.788]]}

=====

Record 3
{"formula": "C21H51ClO11", "method": "ωB97M-V/def2-TZVPD", "homo_energy_ev": -9.26, "fmax_ev_per_a": 3.48, "lumo_energy_ev": -0.7, "energy_ha": -2118.2697, "smiles": "CCCC1=C(C[C@@H](C)Cl)C(=O)C=CC1=O.CO.CO.CO.CO.CO.CO.CO.CO.CO", "symbols": ["C", "C", "C", "C", "C", "C", "C", "C", "Cl", "C", "O", "C", "C", "C", "O", "H", "H", "H", "H", "H", "H", "H", "H", "H", "H", "H", "H", "H", "H", "H", "C", "O", "H", "H", "H", "H", "C", "O", "H", "H", "H", "H", "C", "O", "H", "H", "H", "H", "C", "O", "H", "H", "H", "H", "C", "O", "H", "H", "H", "H", "C", "O", "H", "H", "H", "H", "C", "O", "H", "H", "H", "H", "C", "O", "H", "H", "H", "H", "C", "O", "H", "H", "H", "H"], "coordinates": [[-1.687, -5.855, 1.638], [-1.479, -4.272, 1.747], [-1.745, -3.656, 0.266], [-2.447, -2.234, 0.487], [-1.771, -1.126, 1.074], [-0.252, -1.155, 1.537], [0.820, -1.283, 0.341], [1.648, -2.678, 0.407], [0.099, -0.984, -1.333], [-2.603, 0.230, 1.286], [-2.098, 1.363, 1.154], [-4.140, 0.005, 1.689], [-4.814, -1.095, 1.100], [-3.965, -1.952, 0.062], [-4.378, -2.367, -1.032], [-2.801, -6.023, 1.409], [-1.370, -6.413, 2.579], [-1.113, -6.200, 0.705], [-0.446, -4.000, 2.127], [-2.248, -3.874, 2.495], [-0.807, -3.603, -0.366], [-2.528, -4.327, -0.237], [-0.058, -1.923, 2.366], [-0.041, -0.139, 2.033], [1.615, -0.470, 0.492], [1.335, -3.409, -0.408], [1.445, -3.162, 1.425], [2.756, -2.438, 0.272], [-4.685, 0.670, 2.424], [-5.893, -1.360, 1.339], [1.749, 2.143, -3.390], [0.410, 1.734, -3.143], [1.759, 2.826, -4.237], [2.146, 2.654, -2.509], [2.363, 1.269, -3.622], [0.432, 1.131, -2.388], [2.073, -0.526, 5.184], [1.983, -0.892, 3.812], [1.849, -1.400, 5.797], [3.086, -0.178, 5.406], [1.352, 0.263, 5.402], [2.186, -0.104, 3.294], [-2.227, 3.603, -2.033], [-3.107, 2.522, -1.762], [-2.578, 4.126, -2.923], [-2.221, 4.295, -1.186], [-1.219, 3.223, -2.212], [-2.776, 2.076, -0.972], [0.878, 2.783, 7.393], [0.787, 2.423, 6.021], [0.654, 1.907, 8.001], [1.890, 3.130, 7.618], [0.156, 3.573, 7.617], [0.989, 3.213, 5.506], [-7.099, 1.409, 0.732], [-7.775, 0.371, 1.432], [-6.303, 0.969, 0.134], [-7.801, 1.927, 0.073], [-6.668, 2.114, 1.447], [-8.473, 0.784, 1.952], [3.886, -3.674, -2.890], [3.361, -4.328, -1.742], [4.389, -2.760, -2.574], [4.606, -4.328, -3.391], [3.074, -3.421, -3.575], [2.922, -5.131, -2.047], [3.651, 4.352, -0.052], [2.982, 3.299, 0.628], [4.466, 3.931, -0.641], [2.950, 4.863, -0.718], [4.060, 5.061, 0.673], [2.268, 3.698, 1.140], [3.996, 4.947, -5.003], [4.013, 3.574, -4.636], [3.575, 5.524, -4.180], [5.015, 5.290, -5.200], [3.379, 5.085, -5.894], [4.389, 3.086, -5.379], [1.615, -1.304, -5.235], [0.945, -2.343, -4.537], [2.421, -1.741, -5.825], [0.915, -0.794, -5.901], [2.035, -0.592, -4.521], [0.239, -1.932, -4.024]]}

=====

Record 4
{"formula": "C15H20BN6S3Sn", "method": "ωB97M-V/def2-TZVPD", "homo_energy_ev": -10.99, "charge": 1, "fmax_ev_per_a": 0.39, "lumo_energy_ev": -2.7, "energy_ha": -2345.8020, "symbols": ["Sn", "C", "N", "C", "C", "N", "B", "N", "C", "C", "N", "C", "C", "S", "C", "S", "H", "H", "H", "H", "H", "H", "H", "H", "H", "H", "H", "H", "N", "C", "S", "N", "C", "C", "C", "C", "C", "C", "H", "H", "H", "H", "H", "H", "H", "H"], "coordinates": [[2.387, -0.224, 0.963], [5.316, -0.658, -1.787], [4.373, 0.373, -2.212], [4.709, 1.566, -2.817], [3.546, 2.186, -3.116], [2.507, 1.383, -2.699], [1.001, 1.703, -2.973], [0.157, 1.933, -1.642], [-1.209, 2.098, -1.770], [-1.707, 2.490, -0.577], [-0.641, 2.553, 0.290], [-0.705, 2.994, 1.679], [0.489, 2.231, -0.383], [2.057, 2.248, 0.372], [3.031, 0.282, -2.155], [2.166, -1.051, -1.463], [6.323, -0.289, -1.959], [5.160, -1.571, -2.355], [5.196, -0.877, -0.729], [5.732, 1.853, -2.990], [3.361, 3.135, -3.588], [0.980, 2.738, -3.591], [0.483, 0.780, -3.555], [-1.699, 1.939, -2.716], [-2.710, 2.734, -0.272], [-1.749, 3.137, 1.940], [-0.164, 3.930, 1.801], [-0.269, 2.244, 2.334], [-0.880, -1.310, -0.887], [-1.153, -1.406, 0.411], [-0.121, -0.705, 1.590], [-2.286, -2.021, 0.741], [-2.839, -2.401, 2.005], [-2.081, -2.701, 3.125], [-2.727, -3.091, 4.291], [-4.109, -3.193, 4.341], [-4.857, -2.906, 3.208], [-4.224, -2.509, 2.044], [-0.026, -0.857, -1.196], [-1.441, -1.777, -1.581], [-2.893, -2.251, -0.033], [-1.002, -2.646, 3.103], [-2.133, -3.324, 5.164], [-4.600, -3.502, 5.254], [-5.935, -2.987, 3.229], [-4.812, -2.275, 1.162]]}